Record 1
Entry from OMol25: the ion C7H15N2O with charge +1 at a distorted geometry (the ωB97M-V functional and the def2-TZVPD basis).

Properties
**Spin multiplicity**: 1
**Charge**: +1
**E_tot**: -12519.1098 eV
**Orbital gap (spin up / spin down)**: 8.052 / 8.054 eV
**Relative energy (zero: lowest compared OMol25 entry of this formula, charge and spin)**: 5.555 eV

Structure (XYZ):
```
25
Properties=species:S:1:pos:R:3:forces:R:3
C -1.611625 0.598382 -1.846585 -0.96 -0.25 1.25
C 1.133163 -0.401392 1.750603 -0.69 -0.13 -0.53
C -2.441740 -0.454835 -0.998538 1.67 0.86 0.67
C 1.492770 -0.207199 0.204269 0.99 2.63 1.41
C 0.368695 0.538887 -0.434168 -3.98 -2.09 0.87
C -1.045112 -0.832557 0.780321 0.22 0.76 -5.06
C 2.715208 0.793880 -0.042959 -0.67 -3.22 -2.34
N -0.093601 0.558251 -1.770387 -0.89 -0.17 1.29
N -0.464671 -0.298034 1.910217 2.35 0.77 2.73
O -2.291879 -0.342481 0.420859 0.37 -0.13 1.33
H -1.958072 0.200646 -2.810609 0.58 1.19 -0.37
H -1.972518 1.640772 -1.559421 0.45 -1.30 -0.82
H 1.297833 -1.409837 2.126459 0.50 -0.01 -0.33
H 1.593661 0.301415 2.471015 -0.36 -0.17 -0.59
H -3.505636 -0.398785 -1.124491 -0.40 0.43 -0.64
H -2.120403 -1.451857 -1.245393 0.11 -0.60 -0.54
H 1.813889 -1.144271 -0.213354 -0.61 -0.40 -0.44
H 0.056600 1.512006 0.078481 0.48 -1.30 -0.42
H -0.881605 -1.919343 0.521865 0.03 1.13 0.80
H 2.933324 1.505590 0.661703 0.42 1.47 2.01
H 2.411345 1.299861 -0.965580 0.65 0.09 0.05
H 3.557502 0.119209 -0.273764 0.08 0.87 0.21
H 0.265730 -0.127347 -2.407653 0.40 -0.41 0.06
H -0.629383 -0.828226 2.835445 -0.20 1.53 -1.17
H -0.623475 0.747266 1.931663 -0.52 -1.53 0.55
```
Forces are in eV/Å.

=====

Record 2
Entry from OMol25: a cluster of 2 separate species, C7H15N2O in total at a distorted geometry (the ωB97M-V functional and the def2-TZVPD basis).

Properties
**Spin multiplicity**: 3
**Charge**: +1
**E_tot**: -12517.7519 eV
**Orbital gap (spin up / spin down)**: 6.923 / 6.772 eV
**Relative energy (zero: lowest compared OMol25 entry of this formula, charge and spin)**: 1.389 eV

Structure (XYZ):
```
25
Properties=species:S:1:pos:R:3:forces:R:3
C 1.535975 2.006855 1.961377 1.92 -1.22 -1.49
C 0.566925 1.939332 0.985336 -1.95 1.89 0.97
C -0.351586 -0.770437 0.459363 0.04 -3.60 1.99
C 1.946079 1.557166 -1.079329 2.75 -1.71 0.72
C -1.503349 -2.900765 -0.111910 0.86 -1.89 0.07
C -1.680397 -1.020830 -1.606993 -1.70 1.91 0.20
C 0.701197 1.898213 -0.399756 1.17 -0.16 1.99
N -1.086946 -1.466458 -0.355914 -1.26 -1.15 -0.19
N 0.051287 -1.394350 1.611892 1.84 3.06 -0.94
O -0.249202 2.283216 -1.226629 -2.78 1.70 -0.05
H 1.443390 2.299969 2.946560 -1.18 0.50 1.82
H 2.576317 1.863813 1.763612 0.60 -0.28 -0.61
H -0.353699 2.389734 1.471884 0.30 -0.85 -1.33
H 1.693206 1.142779 -2.081980 0.71 1.01 0.35
H 2.714306 2.404663 -0.951265 -1.25 -0.87 -1.10
H 2.578159 0.705616 -0.570366 -1.54 1.27 -0.58
H -0.803009 -3.635418 -0.633156 -0.30 1.29 0.61
H -1.438928 -3.215155 0.992076 -0.87 0.56 -1.90
H -2.463613 -3.149323 -0.679113 0.92 0.90 1.51
H -1.692769 -1.817504 -2.338378 -0.03 -0.26 0.11
H -2.768542 -0.567726 -1.483672 2.30 -1.03 -0.10
H -0.997816 -0.278207 -1.948884 0.03 0.92 -0.68
H 0.940758 -1.004142 2.066524 -2.21 -0.95 -0.61
H -0.467485 -2.189071 1.972038 0.44 0.37 0.17
H -0.890257 2.918029 -0.763315 1.18 -1.41 -0.94
```
Forces are in eV/Å.

=====

Record 3
Entry from OMol25: an isolated molecule of C7H15N2OP at a distorted geometry (the ωB97M-V functional and the def2-TZVPD basis).

Properties
**SMILES**: NP(N)(=O)[C@H]1C[C@@H]2CC[C@H]1C2
**Spin multiplicity**: 1
**Charge**: 0
**E_tot**: -21819.3127 eV
**Orbital gap**: 9.924 eV
**Relative energy (zero: lowest compared OMol25 entry of this formula, charge and spin)**: 0.000 eV

Structure (XYZ):
```
26
Properties=species:S:1:pos:R:3:forces:R:3
N -1.905243 -2.252186 -1.528031 -1.23 0.95 -0.08
P -1.942913 -0.609756 -0.925273 3.39 -2.22 -0.18
N -2.188607 0.274245 -2.275532 0.24 -1.74 2.52
O -2.891366 -0.379184 0.166600 -0.24 0.47 0.18
C 0.081138 -0.144663 -0.568871 -3.40 -0.40 1.85
C 0.145088 1.379541 -0.381021 -1.02 0.39 0.46
C 0.777745 1.509405 1.088125 0.67 -0.97 -1.17
C 2.290460 0.994417 1.003608 -2.81 -2.18 0.92
C 2.123409 -0.637861 0.967734 -2.91 2.97 -0.60
C 0.495691 -0.702961 0.790095 1.48 -1.07 -0.31
C 0.074300 0.353586 1.803008 0.51 -0.15 0.42
H -1.079618 -2.834947 -1.488252 -0.34 0.16 0.12
H -2.808997 -2.718758 -1.837586 1.90 0.94 0.75
H -1.674519 0.018375 -3.028467 1.46 -0.52 -2.84
H -2.810048 0.978142 -2.295251 -2.36 2.83 -0.36
H 0.622989 -0.636795 -1.312060 0.90 -0.32 -1.66
H -0.978292 1.719892 -0.459155 2.37 0.17 0.27
H 0.784183 1.831665 -1.155460 -0.49 0.25 0.29
H 0.720674 2.455101 1.619539 -0.21 0.26 -0.40
H 2.692034 1.178425 1.994591 0.91 0.70 -0.48
H 2.733894 1.328819 0.107601 1.15 0.82 -0.48
H 2.677491 -1.135042 0.191208 0.26 -0.25 -0.10
H 2.342651 -0.907357 1.974062 0.41 -1.02 0.46
H 0.158804 -1.740722 0.815463 -0.16 0.03 0.82
H 0.534059 0.095893 2.770822 -0.22 0.35 -0.12
H -0.975006 0.582725 1.962503 -0.25 -0.44 -0.28
```
Forces are in eV/Å.

=====

Record 4
Entry from OMol25: the ion C7H15N2OS2 with charge +1 at a distorted geometry (the ωB97M-V functional and the def2-TZVPD basis).

Properties
**SMILES**: C[N+](C)(NC=O)C1SCCCS1
**Spin multiplicity**: 1
**Charge**: +1
**E_tot**: -34190.6712 eV
**Orbital gap**: 9.802 eV
**Relative energy (zero: lowest compared OMol25 entry of this formula, charge and spin)**: 1.655 eV

Structure (XYZ):
```
27
Properties=species:S:1:pos:R:3:forces:R:3
C 0.269751 1.941459 1.769508 -0.23 -0.13 -0.57
N 0.632861 0.599798 1.236517 2.81 -2.50 -0.93
C 2.065983 0.516236 0.872780 0.96 0.60 0.70
N 0.528152 -0.371248 2.289921 -0.06 -0.24 1.10
C -0.688676 -0.645012 2.877660 -3.63 1.02 -1.02
O -1.795995 -0.376700 2.358942 3.24 -0.69 1.17
C 0.032784 0.006112 -0.153419 -5.74 1.59 5.27
S 0.132758 1.195022 -1.397350 -0.17 0.79 -1.78
C -1.018636 0.426454 -2.619144 -0.87 -0.17 -1.33
C -0.732362 -1.012471 -3.140740 1.02 1.47 0.83
C -0.759745 -1.921456 -1.945766 -0.14 -0.63 0.29
S 0.461590 -1.629219 -0.535511 -0.06 -1.40 -0.89
H 0.461686 2.635425 0.955383 -0.11 0.32 0.25
H -0.788367 1.942219 2.077954 0.53 0.02 -0.17
H 0.968012 2.071989 2.611722 -0.46 0.30 -0.32
H 2.227533 1.158902 0.028045 0.23 0.36 -0.25
H 2.552411 0.893683 1.747250 1.12 0.16 0.29
H 2.387017 -0.502756 0.615578 -0.40 0.38 0.31
H 1.279734 -0.278008 2.999376 -0.36 -0.07 -0.96
H -0.635325 -1.073778 3.899064 0.33 -0.10 -0.54
H -0.988663 0.127112 0.576215 0.80 -1.24 -3.67
H -0.975598 1.089698 -3.500462 0.07 0.11 0.62
H -2.072079 0.430456 -2.274188 0.65 0.32 0.26
H -1.502154 -1.306588 -3.885904 0.35 0.21 0.59
H 0.251833 -1.029146 -3.628729 -0.25 -0.08 0.05
H -1.776409 -1.969042 -1.557415 0.09 0.09 0.42
H -0.518100 -2.919144 -2.277285 0.28 -0.49 0.28
```
Forces are in eV/Å.

=====

Record 5
Entry from OMol25: an isolated molecule of C7H15N3 at a distorted geometry (the ωB97M-V functional and the def2-TZVPD basis).

Properties
**Spin multiplicity**: 1
**Charge**: 0
**E_tot**: -11969.6661 eV
**Orbital gap (spin up / spin down)**: 6.893 / 6.895 eV
**Relative energy (zero: lowest compared OMol25 entry of this formula, charge and spin)**: 2.435 eV

Structure (XYZ):
```
25
Properties=species:S:1:pos:R:3:forces:R:3
C -1.888523 0.142279 0.287150 -0.90 0.58 -0.57
C 0.007227 -1.495164 0.203969 -0.08 0.07 -0.15
C 2.127610 -0.049212 0.172332 -0.15 -0.04 -0.24
C -2.111744 0.085440 -1.137537 0.41 -0.42 0.39
C 2.777215 1.256440 -0.275559 -0.08 -0.11 0.02
C -1.112521 -0.895635 1.013495 0.66 -0.24 0.58
C 0.740898 -0.295066 -0.449271 -0.58 0.71 0.56
N -2.485455 1.073223 1.058041 0.40 -0.52 -0.32
N -1.331573 -1.025839 2.264919 -0.13 0.19 -0.32
N 0.590464 -0.298533 -1.837396 -0.63 -0.45 -0.12
H 0.090078 0.586431 -0.020969 0.43 -0.15 -0.01
H -3.210831 1.660886 0.685531 0.10 -0.02 0.00
H -2.378823 0.976309 2.058386 0.02 0.02 -0.05
H -0.681959 -1.677075 2.701777 -0.04 -0.06 -0.16
H 1.195565 0.410605 -2.250366 -0.32 0.16 0.04
H -0.385636 -2.129536 -0.593095 0.04 -0.04 -0.02
H 0.664452 -2.095418 0.835163 -0.07 -0.02 0.02
H 2.018526 -0.043142 1.261556 0.00 -0.05 -0.02
H 2.765806 -0.896747 -0.093871 0.04 0.00 0.05
H -2.815179 0.832743 -1.497819 0.21 0.17 -0.04
H -0.967680 0.000940 -1.757471 0.52 0.38 0.32
H -2.440671 -0.899220 -1.468767 0.14 -0.18 0.06
H 2.120857 2.106898 -0.077121 -0.02 -0.01 -0.01
H 3.711972 1.426164 0.260176 0.01 -0.01 -0.04
H 2.999923 1.242228 -1.343254 0.02 0.02 0.01
```
Forces are in eV/Å.

=====

Record 6
Entry from OMol25: a cluster of 2 separate species, C7H15N3O2 in total at a distorted geometry (the ωB97M-V functional and the def2-TZVPD basis).

Properties
**SMILES**: CC(C)=[N+]([O-])O.CCC=C=NN
**Spin multiplicity**: 1
**Charge**: 0
**E_tot**: -16060.5251 eV
**Orbital gap**: 8.939 eV
**Relative energy (zero: lowest compared OMol25 entry of this formula, charge and spin)**: 6.577 eV

Structure (XYZ):
```
27
Properties=species:S:1:pos:R:3:forces:R:3
C 1.699367 1.391249 0.454670 -1.29 -1.67 -1.29
C 0.347279 1.961166 0.724731 0.94 -1.28 2.04
C -0.242540 1.775792 2.108266 0.36 -0.30 -1.99
N -0.184916 2.719109 -0.136394 -3.08 0.33 1.55
O 0.138284 3.130022 -1.206816 1.10 0.81 -3.14
O -1.523652 3.161182 0.330431 0.09 -0.17 1.29
H 2.372789 1.816649 1.198095 0.45 -0.39 -0.36
H 1.818300 1.698414 -0.581647 1.27 0.08 0.01
H 1.647243 0.201052 0.392111 0.26 2.60 0.74
H -0.298389 2.827938 2.408338 -0.59 -0.70 1.15
H -1.144791 1.180346 1.949112 -0.39 0.76 0.56
H 0.441606 1.099847 2.620356 0.11 0.61 0.49
H -2.132272 3.444435 -0.368371 1.10 -0.16 -0.73
C 1.404937 -3.469268 -0.102420 -0.72 -0.91 -1.12
C 0.305047 -2.954569 -1.025567 0.17 0.50 -1.14
C 0.313920 -1.465010 -1.199371 -1.14 -0.01 1.68
C -0.503652 -0.610242 -0.617874 -1.94 -0.29 -0.87
N -1.474001 -0.014248 -0.138511 0.75 -0.64 1.14
N -2.766001 -0.028018 -0.626029 1.24 -0.77 -0.73
H 2.348730 -3.013192 -0.398447 0.03 0.34 0.58
H 1.557080 -4.562378 -0.312789 -0.35 0.83 0.80
H 0.991700 -3.217527 0.868205 1.00 -0.34 0.61
H -0.710191 -3.184252 -0.686834 0.30 -0.79 -0.31
H 0.564910 -3.265476 -2.068571 -0.88 -0.43 0.71
H 1.111717 -1.152557 -1.759414 1.75 1.31 -1.48
H -2.737448 -0.139101 -1.637749 -0.76 0.41 0.21
H -3.345054 0.668634 -0.187509 0.21 0.26 -0.42
```
Forces are in eV/Å.

=====

Q: Which value of relative energy (zero: lowest compared OMol25 entry of this formula, charge and spin) does entry 2 give?
A: 1.389 eV

=====

Q: Look up the E_tot of the first one.
A: -12519.1098 eV